# 1
{"formula": "C7H14N2O5", "method": "wB97M-V/def2-TZVPD", "symbols": ["C", "C", "C", "C", "C", "C", "C", "N", "N", "O", "O", "O", "O", "O", "H", "H", "H", "H", "H", "H", "H", "H", "H", "H", "H", "H", "H", "H"], "coordinates": [[-2.183, 3.412, 2.100], [1.097, -1.695, -1.910], [2.421, -2.802, -0.191], [0.282, -1.967, 0.446], [-2.429, 3.033, 0.591], [2.127, -0.433, -0.128], [-1.695, 1.764, 0.196], [-0.946, 1.714, -1.032], [1.442, -1.667, -0.463], [-2.122, 2.363, 2.873], [-0.931, 2.667, -1.856], [-2.013, 4.566, 2.416], [-0.413, 0.647, -1.296], [-1.663, 0.732, 0.802], [0.710, -0.774, -2.164], [2.020, -1.924, -2.532], [0.313, -2.448, -2.068], [2.628, -2.919, 0.988], [1.935, -3.711, -0.455], [3.251, -2.716, -0.758], [-0.030, -2.917, -0.026], [0.666, -2.121, 1.488], [-0.602, -1.365, 0.398], [-3.514, 2.968, 0.436], [-2.273, 3.908, -0.197], [1.839, -0.080, 0.827], [2.076, 0.349, -0.840], [-1.993, 1.414, 2.359]], "nbo_charge": [0.8105, -0.4098, -0.3802, -0.4032, -0.6511, -0.1179, 0.5426, 0.3527, -0.2695, -0.7113, -0.4942, -0.5833, -0.5960, -0.6482, 0.2822, 0.2162, 0.2184, 0.2314, 0.2139, 0.2170, 0.1979, 0.2210, 0.2950, 0.2548, 0.2883, 0.1817, 0.2132, 0.5279], "orbital_gap_ev": [8.793, 4.457], "molar_mass_g_mol": 206.20, "spin_multiplicity": 1, "max_force_ev_per_a": 4.95, "de_lowest_kj_mol": 852.6}


# 2
{"formula": "C12H17N", "method": "wB97M-V/def2-TZVPD", "symbols": ["C", "C", "C", "N", "C", "C", "C", "C", "C", "C", "H", "H", "H", "H", "H", "H", "H", "H", "H", "C", "C", "C", "H", "H", "H", "H", "H", "H", "H", "H"], "coordinates": [[0.265, -1.152, 3.081], [0.182, -1.362, 1.619], [1.167, -2.041, 0.966], [0.964, -2.080, -0.394], [-0.140, -1.237, -0.711], [-0.746, -1.046, -1.922], [-1.964, -0.356, -1.790], [-2.377, 0.361, -0.643], [-1.756, 0.043, 0.515], [-0.660, -0.756, 0.571], [1.169, -1.603, 3.512], [-0.689, -1.514, 3.401], [0.367, -0.142, 3.407], [1.953, -2.664, 1.421], [1.740, -2.051, -0.936], [-0.404, -1.337, -2.946], [-2.771, -0.357, -2.443], [-3.290, 1.093, -0.674], [-1.975, 0.496, 1.533], [0.653, 3.122, -1.482], [1.361, 3.122, -0.116], [1.847, 1.656, 0.167], [-0.010, 3.875, -1.894], [-0.049, 2.325, -1.621], [1.236, 2.712, -2.385], [2.214, 3.875, -0.155], [0.718, 3.669, 0.636], [1.085, 1.087, 0.711], [2.107, 1.200, -0.848], [2.858, 1.783, 0.526]], "nbo_charge": [-0.6322, -0.0808, -0.0188, -0.5466, 0.1574, -0.2637, -0.2036, -0.2390, -0.2006, -0.0946, 0.2210, 0.2174, 0.2149, 0.2090, 0.3884, 0.2334, 0.2091, 0.2244, 0.2076, -0.6458, -0.4101, -0.6245, 0.2160, 0.2149, 0.1979, 0.1941, 0.2092, 0.2313, 0.2000, 0.2140], "smiles": "Cc1c[nH]c2ccccc12.CCC", "orbital_gap_ev": 8.753, "molar_mass_g_mol": 175.28, "spin_multiplicity": 1, "max_force_ev_per_a": 4.54, "de_lowest_kj_mol": 260.7}


# 3
{"formula": "C5H7NO", "method": "wB97M-V/def2-TZVPD", "symbols": ["O", "C", "C", "C", "C", "C", "N", "H", "H", "H", "H", "H", "H", "H"], "coordinates": [[1.426, 2.239, 0.343], [0.781, 1.229, 0.123], [1.440, -0.145, 0.077], [0.512, -1.330, 0.017], [-0.772, -1.184, -0.283], [-1.442, 0.133, -0.095], [-0.554, 1.274, -0.158], [2.147, -0.180, 0.911], [2.050, -0.152, -0.836], [0.915, -2.323, 0.196], [-1.474, -2.009, -0.365], [-1.754, -0.089, 0.936], [-2.311, 0.312, -0.740], [-0.956, 2.200, -0.080]], "nbo_charge": [-0.6133, 0.6871, -0.5465, -0.1893, -0.1968, -0.2521, -0.6161, 0.2419, 0.2454, 0.2123, 0.2136, 0.1989, 0.2097, 0.4052], "smiles": "O=C1CC=CCN1", "orbital_gap_ev": 10.127, "molar_mass_g_mol": 97.12, "spin_multiplicity": 1, "max_force_ev_per_a": 1.18, "de_lowest_kj_mol": 44.2}